# 1
{
  "formula": "C40H50N9O5P2Se2Tc",
  "method": "ωB97M-V/def2-TZVPD",
  "species": ["Tc", "C", "N", "C", "C", "O", "C", "O", "C", "C", "O", "N", "C", "C", "H", "H", "H", "H", "H", "H", "H", "H", "H", "H", "H", "H", "H", "H", "H", "H", "Se", "P", "C", "C", "C", "C", "C", "C", "C", "C", "C", "C", "C", "C", "C", "C", "N", "N", "N", "P", "Se", "C", "C", "C", "C", "C", "C", "C", "C", "C", "C", "C", "C", "H", "H", "H", "H", "H", "H", "H", "H", "H", "H", "H", "H", "H", "H", "H", "H", "H", "H", "H", "H", "N", "C", "C", "C", "C", "N", "C", "N", "N", "C", "O", "O", "H", "H", "H", "H", "H", "H", "H", "H", "H", "H", "H", "H", "H", "H"],
  "coordinates": [[1.4121, 1.1116, -1.1642], [3.0823, 4.6465, -3.5925], [3.7941, 4.3104, -2.3760], [4.7638, 5.2667, -1.8873], [3.5462, 3.1579, -1.7758], [2.7481, 2.3231, -2.2569], [4.2397, 2.8793, -0.4421], [3.7840, 1.6722, 0.1362], [4.5698, 0.5170, -0.1081], [4.1847, -0.1139, -1.4485], [2.9711, -0.3585, -1.6283], [5.0815, -0.3706, -2.3949], [6.5213, -0.3117, -2.2727], [4.6521, -0.8142, -3.7104], [3.7264, 4.5109, -4.4604], [2.2145, 3.9965, -3.6794], [2.7470, 5.6803, -3.5530], [4.6756, 6.1857, -2.4625], [4.5862, 5.5089, -0.8401], [5.7851, 4.8970, -1.9961], [5.3296, 2.8706, -0.5714], [3.9731, 3.6713, 0.2678], [5.6310, 0.7519, -0.0103], [4.2848, -0.1952, 0.6757], [6.8429, -0.0429, -1.2740], [6.9357, -1.2939, -2.5091], [6.9158, 0.4177, -2.9826], [3.5850, -0.6418, -3.8317], [5.1909, -0.2342, -4.4609], [4.8720, -1.8740, -3.8586], [-2.6186, 1.9057, 3.8137], [-2.1902, -0.1115, 3.3382], [-3.6582, -1.1077, 2.9514], [-4.1909, -1.9407, 3.9294], [-5.3725, -2.6139, 3.6765], [-6.0306, -2.4392, 2.4697], [-5.4943, -1.6109, 1.4945], [-4.3086, -0.9393, 1.7335], [-1.2739, -0.9693, 4.6457], [-0.8450, -2.2789, 4.4480], [-0.2358, -2.9500, 5.4910], [-0.0630, -2.3275, 6.7199], [-0.4889, -1.0219, 6.9103], [-1.0991, -0.3394, 5.8721], [-1.1449, -0.1907, 1.8454], [-0.5947, 0.8413, 1.0572], [0.2119, 0.2543, 0.1265], [0.1129, -1.0463, 0.4213], [-0.7076, -1.3526, 1.3985], [-1.0049, 2.5897, 0.8485], [-0.0856, 3.0576, -1.1028], [-0.0801, 3.5041, 2.1093], [-0.5328, 4.6338, 2.7763], [0.2916, 5.2471, 3.7051], [1.5585, 4.7483, 3.9628], [2.0179, 3.6352, 3.2721], [1.2077, 3.0186, 2.3382], [-2.7989, 2.7071, 0.6049], [-3.2906, 1.7968, -0.3310], [-4.6357, 1.7955, -0.6503], [-5.4856, 2.7210, -0.0653], [-4.9872, 3.6432, 0.8406], [-3.6482, 3.6354, 1.1918], [-3.6816, -2.0696, 4.8734], [-5.7856, -3.2700, 4.4263], [-6.9755, -2.9306, 2.2977], [-6.0076, -1.4794, 0.5522], [-3.8816, -0.2874, 0.9831], [-0.9907, -2.7478, 3.4859], [0.1055, -3.9626, 5.3424], [0.4030, -2.8642, 7.5315], [-0.3473, -0.5319, 7.8619], [-1.4438, 0.6776, 6.0086], [-1.5119, 5.0413, 2.5889], [-0.0616, 6.1206, 4.2299], [2.1958, 5.2325, 4.6881], [3.0065, 3.2436, 3.4638], [1.5776, 2.1628, 1.7801], [-2.6104, 1.0997, -0.8107], [-5.0191, 1.0764, -1.3590], [-6.5335, 2.7246, -0.3210], [-5.6466, 4.3727, 1.2808], [-3.2827, 4.3321, 1.9270], [0.4849, -0.9898, -3.1250], [-0.0378, -2.3337, -2.8687], [1.0141, -3.4408, -2.9456], [0.5147, -4.8205, -2.5040], [-0.5591, -5.4529, -3.3939], [-1.8842, -4.9075, -3.1122], [-2.9560, -5.0084, -3.8963], [-4.0990, -4.4452, -3.5090], [-2.8970, -5.5923, -5.0884], [-0.5842, -2.1137, -1.4680], [-1.7334, -1.9579, -1.1807], [0.4442, -1.9111, -0.5722], [0.0351, -0.5340, -3.9050], [1.4887, -0.9921, -3.2454], [-0.8826, -2.5445, -3.5329], [1.8422, -3.1586, -2.2933], [1.3830, -3.5020, -3.9710], [0.1643, -4.7759, -1.4723], [1.3732, -5.4912, -2.5191], [-0.5669, -6.5362, -3.2151], [-0.3077, -5.2670, -4.4431], [-2.0161, -4.5374, -2.1795], [-4.1744, -3.9600, -2.6307], [-4.9267, -4.5129, -4.0781], [-2.0960, -6.1249, -5.3781], [-3.7126, -5.6497, -5.6786]],
  "forces_ev_per_angstrom": [[1.1, 1.2, -1.5], [-0.4, -0.1, -0.4], [-0.3, -0.6, 0.1], [0.5, 0.3, 0.3], [0.3, 0.6, 0.1], [0.1, -0.2, -0.2], [-0.1, 0.1, 0.0], [-0.2, -0.1, -0.1], [0.1, -0.2, 0.1], [0.5, 0.0, -0.1], [-0.3, -0.1, 0.1], [-0.5, 0.0, 0.2], [0.5, 0.1, 0.2], [-0.3, -0.1, -0.3], [0.0, 0.0, -0.1], [0.1, 0.1, -0.1], [0.1, 0.0, 0.1], [0.0, -0.1, 0.0], [0.0, 0.0, 0.0], [0.0, 0.0, 0.0], [-0.1, 0.1, 0.0], [0.1, -0.1, -0.1], [-0.2, 0.0, 0.0], [0.2, 0.1, -0.2], [0.0, 0.0, 0.0], [0.0, 0.1, 0.0], [0.0, -0.1, 0.0], [0.2, 0.0, 0.0], [0.0, -0.1, 0.0], [0.0, 0.1, 0.0], [0.2, -0.5, -0.1], [-0.6, 0.5, 0.8], [0.5, 0.1, 0.1], [0.2, 0.0, -0.1], [-0.1, 0.0, 0.0], [0.0, 0.0, 0.0], [0.0, 0.1, -0.1], [0.2, -0.1, 0.0], [-0.2, 0.1, -0.4], [0.0, 0.1, 0.1], [0.1, -0.1, -0.1], [0.0, 0.1, 0.0], [0.1, -0.1, 0.0], [0.0, 0.1, -0.1], [0.2, 0.2, 0.4], [0.1, -0.4, -0.6], [-1.9, -0.6, 1.9], [-0.3, -0.1, 0.2], [0.3, -0.5, -0.8], [-0.1, 0.5, 0.1], [0.0, -0.1, 0.1], [-0.2, -0.2, -0.2], [0.0, -0.1, -0.1], [0.0, 0.1, 0.0], [0.0, 0.0, -0.1], [0.1, 0.0, 0.0], [-0.1, -0.1, -0.1], [0.3, -0.1, -0.1], [0.2, 0.1, 0.0], [0.0, 0.0, 0.0], [0.1, -0.1, 0.0], [0.0, 0.1, 0.0], [0.1, 0.0, -0.1], [0.0, 0.0, 0.1], [-0.1, 0.0, 0.1], [-0.1, -0.1, 0.0], [-0.1, 0.0, 0.0], [-0.1, 0.0, 0.0], [0.0, -0.2, 0.0], [0.0, -0.1, 0.0], [0.1, -0.1, 0.1], [0.0, 0.0, 0.1], [0.0, 0.0, 0.0], [-0.1, 0.0, 0.0], [0.0, 0.1, 0.1], [0.0, 0.0, 0.1], [0.1, 0.0, 0.0], [0.0, 0.0, 0.1], [-0.1, 0.0, -0.1], [0.0, 0.0, -0.1], [-0.1, 0.0, 0.0], [-0.1, 0.1, 0.1], [0.0, 0.1, 0.1], [0.2, 0.2, -0.3], [0.3, 0.0, 0.2], [-0.3, 0.0, 0.1], [0.0, 0.2, -0.3], [0.3, -0.3, 0.0], [0.0, 0.1, 0.2], [0.0, 0.3, 0.0], [-0.1, 0.0, 0.0], [0.1, -0.1, 0.0], [-1.4, 0.0, -0.6], [0.3, -0.1, 0.0], [0.8, -0.2, 0.7], [0.0, 0.0, -0.1], [0.1, 0.0, -0.1], [0.1, 0.1, 0.3], [0.1, 0.0, -0.1], [0.1, 0.1, 0.0], [0.0, -0.1, 0.2], [-0.1, -0.1, 0.1], [0.0, 0.2, -0.1], [0.0, 0.0, 0.0], [-0.2, 0.0, -0.1], [0.0, 0.0, 0.0], [0.0, 0.0, 0.1], [0.1, 0.0, 0.0], [0.0, 0.0, 0.1]],
  "mulliken_charge": [0.7404, -1.0592, 0.1915, -0.9322, 0.7734, -0.7871, -0.9961, -0.1580, -0.9703, 0.8917, -0.1861, 0.0854, -0.9947, -0.9689, 0.3505, 0.2890, 0.4047, 0.3253, 0.3620, 0.3237, 0.4824, 0.4171, 0.4494, 0.2998, 0.3717, 0.3683, 0.3407, 0.1775, 0.3800, 0.3612, -0.2238, 1.3751, 0.3716, -0.5705, -0.8246, -0.5288, -0.9988, 0.2227, 0.1553, -0.0167, -0.7657, -0.4958, -0.6693, -0.6495, 0.2899, -0.7657, 0.9725, 0.2125, -0.8149, 0.3225, -0.3009, 1.4488, -0.2312, -0.8047, -0.7182, -0.7972, -0.7447, 1.6732, -1.1234, -0.4410, -0.7175, -0.9231, -0.1266, 0.4596, 0.4323, 0.4197, 0.4989, 0.1317, 0.4410, 0.4230, 0.4296, 0.4467, 0.3547, 0.3462, 0.4701, 0.4322, 0.5278, 0.2711, 0.2548, 0.4786, 0.4445, 0.4700, 0.2415, -0.3893, 0.4195, -0.6847, -1.1009, -0.9554, -0.0932, 0.8999, -0.3522, -0.3565, 0.1777, -0.5715, -0.2649, 0.2596, -0.0464, 0.4501, 0.2566, 0.6109, 0.3219, 0.4761, 0.4607, 0.4597, 0.1296, 0.1548, 0.2117, 0.2163, 0.2108],
  "gap_ev": [6.867, 6.182],
  "spin_multiplicity": 4,
  "charge": 3,
  "e_homo_ha": [-0.503, -0.504],
  "s2": 3.769,
  "relative_energy_kcal_mol": 69.7
}


# 2
{
  "formula": "C40H51BrNPS2SiTi",
  "method": "ωB97M-V/def2-TZVPD",
  "species": ["Ti", "C", "C", "C", "C", "C", "C", "C", "P", "C", "C", "C", "C", "C", "C", "C", "C", "C", "C", "C", "C", "C", "C", "H", "H", "H", "H", "H", "H", "H", "H", "H", "H", "H", "H", "H", "H", "H", "H", "H", "H", "H", "H", "S", "C", "N", "C", "C", "C", "C", "C", "C", "S", "H", "H", "H", "H", "C", "C", "C", "C", "Si", "Br", "C", "C", "C", "C", "C", "C", "C", "C", "H", "H", "H", "H", "H", "H", "H", "H", "H", "H", "H", "H", "H", "H", "H", "H", "H", "H", "H", "H", "H", "H", "H", "H", "H", "H", "H"],
  "coordinates": [[1.8350, -0.4692, 0.6728], [1.1145, 3.2191, -1.7593], [0.0730, 3.6310, -0.7565], [-0.8817, 4.5905, -1.0744], [-1.8477, 4.9779, -0.1569], [-1.8801, 4.4169, 1.1129], [-0.9372, 3.4638, 1.4560], [0.0272, 3.0696, 0.5272], [1.2846, 1.8868, 1.0019], [0.7918, 0.6722, 2.1990], [-0.6258, 0.2574, 1.9694], [-1.2687, -0.6099, 2.7624], [-0.5420, -1.4765, 3.7345], [0.4994, -1.0374, 5.6076], [1.1412, 0.5639, 3.6806], [2.5449, 0.9870, 4.1047], [2.8389, 2.6706, 1.3657], [2.9940, 3.9732, 1.8281], [4.2637, 4.4125, 2.1644], [5.3498, 3.5506, 2.0411], [5.1881, 2.2602, 1.5555], [3.9247, 1.8123, 1.1874], [3.6692, 0.4586, 0.6031], [0.9549, 3.7233, -2.7104], [1.0842, 2.1398, -1.9366], [2.1214, 3.4717, -1.4162], [-0.8651, 5.0428, -2.0582], [-2.5772, 5.7278, -0.4331], [-2.6276, 4.7259, 1.8305], [-0.9470, 3.0232, 2.4460], [-1.1964, 0.7423, 1.1849], [-2.3206, -0.8166, 2.5983], [-0.4842, -2.4546, 3.2388], [0.7423, -0.3321, 6.3897], [2.6843, 0.7946, 5.1700], [2.7084, 2.0498, 3.9408], [3.3160, 0.4411, 3.5588], [2.1351, 4.6252, 1.9344], [4.4102, 5.4194, 2.5301], [6.3383, 3.8965, 2.3127], [6.0473, 1.6112, 1.4410], [4.4453, -0.2671, 0.8587], [3.6269, 0.5102, -0.5060], [3.0912, -2.8611, 0.1867], [2.6921, -2.9235, 1.7866], [2.1859, -1.7516, 2.3160], [1.7397, -1.8792, 3.5379], [0.8749, -0.8672, 4.1326], [-0.8176, -1.6427, 5.2204], [0.3045, -2.5014, 5.8759], [1.1199, -3.5075, 5.1819], [1.8451, -3.1956, 4.0870], [2.7005, -4.2233, 2.9280], [0.4142, 1.1840, 4.2198], [-1.7723, -1.6097, 5.7236], [0.0526, -2.7530, 6.8969], [1.1074, -4.5215, 5.5660], [0.4730, -1.3465, -4.9469], [-0.9166, -0.8260, -4.5419], [-1.9616, -1.4021, -5.5224], [-0.8815, 0.7007, -4.7071], [-1.4679, -1.3425, -2.7979], [0.6517, -0.9351, -1.5813], [-2.7100, -0.1920, -1.9301], [-3.1775, -0.7661, -0.5843], [-2.1300, 1.2007, -1.6453], [-3.9436, -0.0435, -2.8447], [-1.6852, -3.2068, -2.4814], [-0.7083, -4.0475, -3.3174], [-3.1243, -3.5715, -2.9063], [-1.4841, -3.6234, -1.0154], [0.6375, -1.0850, -5.9953], [0.5777, -2.4245, -4.8616], [1.2680, -0.8752, -4.3684], [-1.7296, -1.0370, -6.5260], [-2.9821, -1.0904, -5.2925], [-1.9366, -2.4910, -5.5618], [-0.5371, 0.9274, -5.7192], [-0.1817, 1.1695, -4.0117], [-1.8599, 1.1643, -4.5890], [-2.3383, -0.9551, 0.0875], [-3.7460, -1.6887, -0.6935], [-3.8362, -0.0349, -0.1058], [-1.2751, 1.1450, -0.9709], [-2.8987, 1.8087, -1.1578], [-1.8124, 1.7337, -2.5380], [-4.4024, -1.0015, -3.0951], [-3.7140, 0.4771, -3.7739], [-4.6961, 0.5488, -2.3172], [-0.8633, -3.9309, -4.3887], [-0.8732, -5.1022, -3.0819], [0.3340, -3.8188, -3.0870], [-3.3334, -3.3103, -3.9450], [-3.8817, -3.1016, -2.2786], [-3.2507, -4.6531, -2.8137], [-0.4510, -3.4752, -0.6943], [-1.6988, -4.6927, -0.9371], [-2.1442, -3.1073, -0.3220]],
  "forces_ev_per_angstrom": [[0.0, -0.1, -0.1], [0.0, 0.0, 0.0], [0.0, 0.0, 0.0], [0.0, 0.0, 0.0], [0.0, 0.0, 0.0], [0.0, 0.0, 0.0], [0.0, 0.0, 0.0], [0.0, 0.0, 0.0], [0.0, 0.0, 0.0], [0.0, 0.0, 0.1], [0.0, 0.0, 0.0], [0.0, 0.0, 0.0], [0.0, 0.0, 0.0], [0.0, 0.0, 0.0], [0.0, 0.0, 0.0], [0.0, 0.0, 0.0], [0.0, 0.0, 0.0], [0.0, 0.0, 0.0], [0.0, 0.0, 0.0], [0.0, 0.0, 0.0], [0.0, 0.0, 0.0], [0.0, 0.0, 0.0], [0.0, 0.0, 0.0], [0.0, 0.0, 0.0], [0.0, 0.0, 0.0], [0.0, 0.0, 0.0], [0.0, 0.0, 0.0], [0.0, 0.0, 0.0], [0.0, 0.0, 0.0], [0.0, 0.0, 0.0], [0.0, 0.0, 0.0], [0.0, 0.0, 0.0], [0.0, 0.0, 0.0], [0.0, 0.0, 0.0], [0.0, 0.0, 0.0], [0.0, 0.0, 0.0], [0.0, 0.0, 0.0], [0.0, 0.0, 0.0], [0.0, 0.0, 0.0], [0.0, 0.0, 0.0], [0.0, 0.0, 0.0], [0.0, 0.0, 0.0], [0.0, 0.0, 0.0], [0.0, 0.0, 0.0], [0.0, 0.0, 0.0], [0.0, 0.0, 0.1], [0.0, 0.0, 0.0], [0.0, 0.0, 0.0], [0.0, 0.0, 0.0], [0.0, 0.0, 0.0], [0.0, 0.0, 0.0], [0.0, 0.0, 0.0], [0.0, 0.0, 0.0], [0.0, 0.0, 0.0], [0.0, 0.0, 0.0], [0.0, 0.0, 0.0], [0.0, 0.0, 0.0], [0.0, 0.0, 0.0], [0.0, 0.0, 0.0], [0.0, 0.0, 0.0], [0.0, 0.0, 0.0], [0.0, -0.1, 0.0], [0.0, 0.1, -0.1], [0.0, 0.0, 0.0], [0.0, 0.0, 0.0], [0.0, 0.0, 0.0], [0.0, 0.0, 0.0], [0.0, 0.0, 0.0], [0.0, 0.0, 0.0], [0.0, 0.0, 0.0], [0.0, 0.0, 0.0], [0.0, 0.0, 0.0], [0.0, 0.0, 0.0], [0.0, 0.0, 0.0], [0.0, 0.0, 0.0], [0.0, 0.0, 0.0], [0.0, 0.0, 0.0], [0.0, 0.0, 0.0], [0.0, 0.0, 0.0], [0.0, 0.0, 0.0], [0.0, 0.0, 0.0], [0.0, 0.0, 0.0], [0.0, 0.0, 0.0], [0.0, 0.0, 0.0], [0.0, 0.0, 0.0], [0.0, 0.0, 0.0], [0.0, 0.0, 0.0], [0.0, 0.0, 0.0], [0.0, 0.0, 0.0], [0.0, 0.0, 0.0], [0.0, 0.0, 0.0], [0.0, 0.0, 0.0], [0.0, 0.0, 0.0], [0.0, 0.0, 0.0], [0.0, 0.0, 0.0], [0.0, 0.0, 0.0], [0.0, 0.0, 0.0], [0.0, 0.0, 0.0]],
  "mulliken_charge": [-1.4776, -1.4379, 0.7148, -0.7502, -0.8487, -0.8261, -0.5435, 1.2608, 1.5001, -0.9768, 0.3084, -2.0292, -0.0702, -0.8318, 0.2814, -1.6261, 0.4881, -0.8206, -0.7511, -0.7155, -0.7901, 0.4652, -1.1990, 0.4881, 0.1573, 0.3280, 0.4793, 0.4319, 0.4945, 0.4331, 0.7893, 0.6470, 0.5317, 0.4917, 0.5552, 0.4349, 0.2794, 0.5551, 0.4978, 0.4440, 0.5199, 0.7804, 0.4593, -0.2920, 0.5620, 0.6140, -1.2505, 1.6458, -0.7443, -0.6468, -0.4368, 0.2651, -0.1861, 0.7931, 0.5015, 0.5805, 0.5518, -1.7010, 2.4996, -1.6753, -1.8901, -1.9076, 0.2347, 3.3164, -2.0157, -1.5957, -1.8664, 2.6794, -2.0997, -1.6738, -1.8642, 0.5617, 0.3208, 0.3420, 0.5737, 0.3212, 0.3285, 0.6698, 0.2283, 0.3346, -0.0675, 0.4990, 0.6761, -0.4406, 0.6380, 0.3796, 0.3713, 0.4026, 0.5480, 0.3647, 0.6112, 0.3693, 0.3269, 0.3359, 0.5448, 0.3258, 0.5674, 0.3467],
  "gap_ev": 6.638,
  "charge": 2,
  "e_homo_ha": -0.500,
  "relative_energy_kcal_mol": 73.1
}